Entry 1:
Molecular formula: C3H9INO2
Method: DFT, ωB97M-V/def2-TZVPD

Calculated values
Frontier orbital gap (alpha / beta) ... 7.128 / 6.684 eV
Multiplicity ... 3
Total charge ... +1

Last column: Mulliken charge in e.
Geometry (Å):
C -0.992 0.033 0.088  -0.64
C -1.208 1.516 -0.293  -0.26
C 1.219 -1.123 -0.010  -0.54
N 0.422 -0.058 0.553  -0.09
O 0.029 2.027 -0.766  -0.56
O 0.307 -2.616 0.222  -0.49
I 3.147 -1.307 0.854  0.41
H -1.117 -0.630 -0.768  0.31
H -1.682 -0.284 0.867  0.30
H -2.006 1.608 -1.028  0.38
H -1.477 2.104 0.591  0.28
H 1.237 -1.106 -1.096  0.40
H 0.795 0.867 0.160  0.50
H 0.485 -0.049 1.578  0.40
H 0.000 2.228 -1.709  0.33
H 0.842 -3.209 0.757  0.28

***

Entry 2:
Molecular formula: C21H28N4O4
Method: DFT, ωB97M-V/def2-TZVPD

Calculated values
Frontier orbital gap ... 9.182 eV
SMILES ... COCCC(=O)N1CCC(Oc2ccc(C(=O)NCc3nccn3C)cc2)CC1

Last column: Mulliken charge in e.
Geometry (Å):
C -9.921 -1.019 0.128  -0.72
O -8.737 -0.297 0.337  -0.30
C -7.578 -1.075 0.129  -0.62
C -6.359 -0.197 0.393  -0.61
C -5.078 -0.981 0.158  0.90
O -5.092 -2.142 -0.207  -0.67
N -3.917 -0.329 0.403  0.06
C -3.752 1.074 0.699  -0.93
C -3.152 1.796 -0.511  -0.98
C -1.815 1.156 -0.900  0.02
O -0.913 1.424 0.163  -0.33
C 0.426 1.327 -0.024  0.69
C 1.063 1.007 -1.220  -0.35
C 2.444 0.955 -1.280  -0.78
C 3.220 1.219 -0.158  0.46
C 4.706 1.205 -0.169  0.49
O 5.368 1.871 0.612  -0.74
N 5.278 0.425 -1.117  -0.15
C 6.718 0.260 -1.215  -1.08
C 7.183 -0.950 -0.476  0.64
N 7.152 -2.166 -0.970  -0.74
C 7.614 -2.980 0.011  -0.61
C 7.924 -2.241 1.116  -0.17
N 7.640 -0.943 0.804  0.24
C 7.833 0.192 1.665  -0.81
C 2.578 1.556 1.033  -0.76
C 1.206 1.602 1.104  -0.66
C -2.000 -0.353 -1.114  -0.65
C -2.658 -0.984 0.113  -1.11
H -10.743 -0.331 0.312  0.24
H -9.995 -1.871 0.816  0.30
H -9.981 -1.397 -0.900  0.30
H -7.568 -1.942 0.805  0.37
H -7.549 -1.456 -0.902  0.36
H -6.400 0.159 1.423  0.33
H -6.402 0.666 -0.274  0.27
H -4.700 1.529 0.978  0.47
H -3.057 1.167 1.541  0.28
H -2.992 2.846 -0.267  0.47
H -3.834 1.729 -1.359  0.37
H -1.450 1.629 -1.823  0.37
H 0.499 0.804 -2.116  0.36
H 2.909 0.733 -2.230  0.42
H 4.721 -0.261 -1.601  0.28
H 7.176 1.165 -0.810  0.42
H 6.978 0.150 -2.270  0.36
H 7.692 -4.037 -0.142  0.42
H 8.311 -2.523 2.074  0.40
H 7.031 0.918 1.517  0.34
H 8.792 0.673 1.456  0.27
H 7.826 -0.140 2.702  0.31
H 3.182 1.782 1.898  0.42
H 0.703 1.859 2.023  0.42
H -1.036 -0.831 -1.290  0.48
H -2.632 -0.509 -1.989  0.45
H -2.864 -2.041 -0.063  0.44
H -1.998 -0.879 0.980  0.36

***

Entry 3:
Molecular formula: C21H23ClN4O3
Method: DFT, ωB97M-V/def2-TZVPD

Calculated values
Frontier orbital gap ... 9.661 eV
SMILES ... C[C@@H](c1ccon1)N(C)C(=O)CCc1nnc(C2(c3ccc(Cl)cc3)CCC2)o1

Last column: Mulliken charge in e.
Geometry (Å):
C 4.003 -0.586 -1.432  -1.46
C 2.889 -0.058 -2.335  0.21
C 3.418 0.440 -3.643  0.34
C 3.083 1.652 -4.302  -0.50
C 3.809 1.600 -5.452  -0.53
O 4.515 0.467 -5.489  -0.25
N 4.267 -0.244 -4.368  -0.34
N 1.866 -1.075 -2.570  0.26
C 2.283 -2.314 -3.182  -1.14
C 0.618 -0.846 -2.109  0.74
O 0.294 0.216 -1.604  -0.72
C -0.366 -2.000 -2.247  -0.89
C -1.620 -1.696 -1.424  -0.79
C -1.207 -1.423 -0.026  0.84
N -0.341 -2.082 0.671  -0.63
N -0.221 -1.446 1.857  -0.37
C -1.022 -0.433 1.823  -0.73
C -1.220 0.614 2.856  2.93
C -2.699 0.820 3.040  -0.51
C -3.399 0.076 3.981  -0.29
C -4.764 0.238 4.137  -0.95
C -5.435 1.147 3.337  0.45
Cl -7.142 1.357 3.528  -0.22
C -4.757 1.886 2.381  -0.96
C -3.392 1.717 2.236  -0.20
C -0.347 0.366 4.102  -1.25
C 0.670 1.386 3.573  -0.56
C -0.354 1.861 2.535  -1.12
O -1.693 -0.366 0.651  -0.15
H 4.668 0.230 -1.162  0.40
H 4.583 -1.349 -1.942  0.31
H 3.571 -1.002 -0.526  0.45
H 2.367 0.766 -1.835  0.38
H 2.414 2.413 -3.964  0.42
H 3.911 2.266 -6.285  0.48
H 1.551 -2.645 -3.918  0.35
H 3.228 -2.139 -3.694  0.46
H 2.419 -3.102 -2.437  0.33
H -0.629 -2.141 -3.297  0.47
H 0.096 -2.911 -1.866  0.41
H -2.304 -2.546 -1.455  0.33
H -2.128 -0.809 -1.804  0.23
H -2.873 -0.641 4.594  0.45
H -5.304 -0.340 4.871  0.41
H -5.293 2.584 1.756  0.40
H -2.864 2.280 1.483  0.41
H 0.012 -0.654 4.212  0.37
H -0.839 0.693 5.016  0.45
H 1.007 2.137 4.284  0.38
H 1.533 0.907 3.118  0.24
H -0.005 1.941 1.508  0.28
H -0.854 2.783 2.823  0.40

***

Table of calculated total energy (Ha), in record order: -622.16260, -1337.03854, -1718.91336
Table of max |F| (hartree/bohr), in record order: 0.1313, 0.0148, 0.0299